Record 1
ORCA calculation (ωB97M-V/def2-TZVPD) on C29H24ClN7O2ReS3 as an isolated structure.

Last column: natural (NBO) charge in e.
Geometry (Å):
Re  -0.193  0.176  0.157  1.471
C  2.305  -0.771  1.098  -0.198
C  2.489  -2.097  1.331  -0.194
C  1.431  -2.579  2.195  -0.251
C  0.600  -1.545  2.488  -0.183
C  1.069  -0.341  1.784  -0.596
H  2.953  -0.122  0.528  0.231
H  3.312  -2.695  0.966  0.241
H  1.350  -3.590  2.571  0.242
H  -0.236  -1.558  3.173  0.230
H  1.118  0.569  2.384  0.278
N  -3.654  0.976  -2.092  -0.485
C  -3.020  2.078  -2.665  0.107
C  -3.484  3.060  -3.530  -0.209
C  -2.568  4.014  -3.918  -0.176
C  -1.238  3.985  -3.465  -0.173
C  -0.788  3.005  -2.605  -0.248
C  -1.710  2.042  -2.203  0.172
N  -1.573  0.931  -1.356  -0.574
C  -2.765  0.340  -1.330  0.494
C  -2.958  -0.849  -0.525  0.051
C  -4.031  -1.660  -0.388  -0.375
S  -3.681  -2.890  0.732  0.615
C  -2.124  -2.271  0.951  -0.123
N  -1.860  -1.198  0.248  -0.473
H  -4.633  0.751  -2.172  0.445
H  -4.507  3.080  -3.880  0.244
H  -2.878  4.801  -4.591  0.243
H  -0.554  4.753  -3.799  0.235
H  0.235  2.994  -2.258  0.221
H  -4.994  -1.593  -0.868  0.274
H  -1.409  -2.727  1.616  0.266
Cl  1.004  -5.024  -1.839  0.088
C  0.955  -3.343  -2.185  -0.062
C  1.289  -2.850  -3.436  -0.136
C  1.230  -1.480  -3.636  -0.206
C  0.853  -0.659  -2.595  0.059
N  0.527  -1.149  -1.385  -0.486
C  0.567  -2.472  -1.188  0.037
H  1.588  -3.524  -4.227  0.262
H  1.487  -1.045  -4.592  0.255
H  0.817  0.416  -2.712  0.218
H  0.305  -2.836  -0.205  0.233
N  -1.940  4.937  6.804  -0.752
C  -2.072  4.312  5.613  0.242
C  -2.156  5.056  4.421  -0.267
C  -2.293  4.420  3.211  -0.159
C  -2.347  3.022  3.164  -0.435
C  -2.275  2.268  4.342  -0.135
C  -2.139  2.906  5.548  -0.274
S  -2.482  2.234  1.655  2.331
O  -3.147  0.971  1.785  -0.944
O  -2.867  3.170  0.638  -0.930
N  -0.903  1.760  1.240  -0.809
C  0.036  2.625  0.752  0.222
S  0.330  4.302  0.817  0.544
C  1.765  4.050  -0.121  -0.405
C  1.934  2.755  -0.452  -0.039
N  0.935  1.940  0.048  -0.532
H  -1.939  5.939  6.868  0.408
H  -1.925  4.418  7.663  0.408
H  -2.136  6.137  4.465  0.230
H  -2.399  4.998  2.303  0.245
H  -2.351  1.189  4.300  0.235
H  -2.101  2.330  6.464  0.230
H  2.408  4.880  -0.363  0.278
H  2.749  2.341  -1.025  0.247

The total charge is +2. The spin multiplicity is 2. For the energy above the lowest of the compared OMol25 structures with the same formula, charge and spin, the calculation gives 39.9 kJ/mol. The value obtained for the energy is -3385.82883 a.u. The frontier orbital gap (alpha / beta) is 0.189 / 0.209 hartree.

***

Record 2
ORCA calculation (ωB97M-V/def2-TZVPD) on a 6-piece molecular cluster, C8H29O9P overall at a distorted geometry.

Last column: natural (NBO) charge in e.
Geometry (Å):
C  0.233  3.751  1.065  -0.243
O  -0.546  3.970  -0.091  -0.807
P  -0.084  3.644  -1.579  2.571
O  -1.072  2.913  -2.376  -1.093
O  0.241  5.101  -2.169  -0.805
C  0.935  5.218  -3.400  -0.245
O  1.330  2.951  -1.385  -0.836
C  1.663  1.689  -1.964  -0.248
H  0.089  2.723  1.409  0.180
H  -0.097  4.393  1.882  0.195
H  1.299  3.941  0.932  0.188
H  1.574  4.341  -3.534  0.173
H  1.545  6.115  -3.388  0.194
H  0.272  5.235  -4.264  0.192
H  2.353  1.792  -2.796  0.187
H  0.803  1.110  -2.300  0.211
H  2.126  1.131  -1.151  0.185
C  0.907  -4.070  1.283  -0.252
O  1.727  -4.253  0.152  -0.746
H  -0.143  -4.212  1.035  0.191
H  1.095  -4.794  2.080  0.166
H  1.028  -3.066  1.691  0.173
H  2.653  -4.367  0.375  0.484
C  -0.715  -4.634  -2.423  -0.241
O  0.663  -4.905  -2.365  -0.752
H  -1.023  -3.826  -1.745  0.150
H  -0.941  -4.297  -3.431  0.177
H  -1.313  -5.503  -2.132  0.156
H  1.006  -4.861  -1.455  0.495
C  -1.329  -0.537  -0.358  -0.256
O  -1.125  -0.989  0.968  -0.761
H  -1.326  0.542  -0.531  0.181
H  -0.589  -1.039  -0.993  0.169
H  -2.299  -0.895  -0.710  0.186
H  -0.196  -1.035  1.212  0.491
C  -4.366  -0.398  2.168  -0.246
O  -3.465  -1.373  2.647  -0.745
H  -3.970  0.596  2.414  0.153
H  -4.493  -0.333  1.080  0.154
H  -5.344  -0.565  2.604  0.179
H  -2.661  -1.315  2.108  0.493
C  2.414  0.321  3.157  -0.254
O  1.835  -0.953  2.877  -0.732
H  2.512  0.859  2.215  0.179
H  1.759  0.892  3.822  0.169
H  3.407  0.305  3.614  0.169
H  1.629  -1.311  3.749  0.471

The total charge is 0. For the energy above the lowest of the compared OMol25 structures with the same formula, charge and spin, the calculation gives 0.0 kJ/mol. The value obtained for the energy is -1340.70751 a.u. As for the structure (SMILES): COP(=O)(OC)OC.CO.CO.CO.CO.CO. The frontier orbital gap is 0.364 hartree.

***

Record 3
ORCA calculation (ωB97M-V/def2-TZVPD) on an isolated molecule of C8H6N2O2 at a distorted geometry.

Last column: natural (NBO) charge in e.
Geometry (Å):
O  2.952  -1.830  0.180  -0.591
C  2.053  -0.954  0.074  0.596
N  0.748  -1.485  0.009  -0.578
C  -0.530  -0.947  0.076  0.120
C  -1.754  -1.592  -0.166  -0.032
N  -2.849  -0.766  -0.132  -0.403
C  -2.718  0.465  0.041  0.037
C  -1.590  1.205  0.045  -0.228
C  -0.392  0.512  0.134  -0.042
C  0.906  1.252  0.235  -0.273
C  2.001  0.507  -0.111  0.251
O  3.227  1.055  -0.377  -0.643
H  0.967  -2.507  0.125  0.426
H  -2.062  -2.637  -0.521  0.235
H  -3.671  1.182  -0.222  0.165
H  -1.532  2.301  0.063  0.220
H  0.944  2.279  0.837  0.254
H  3.299  1.961  -0.290  0.484

The total charge is 0. For the energy above the lowest of the compared OMol25 structures with the same formula, charge and spin, the calculation gives 294.4 kJ/mol. The value obtained for the energy is -568.37017 a.u. As for the structure (SMILES): O=c1[nH]c2cnccc2cc1O. The frontier orbital gap is 0.311 hartree.

***

Record 4
ORCA calculation (ωB97M-V/def2-TZVPD) on a 5-piece molecular cluster, C31H40N3O2S overall at a distorted geometry.

Last column: Mulliken charge in e.
Geometry (Å):
C  -3.052  1.070  -0.210  -0.561
O  -4.289  0.907  -0.909  -0.416
C  -4.246  1.416  -2.184  -0.656
N  -4.139  2.893  -2.141  0.504
C  -3.838  3.541  -3.289  0.028
N  -2.729  3.365  -3.934  -0.120
C  -2.356  4.066  -5.163  -0.464
C  -1.412  5.256  -4.876  -0.542
O  -1.966  6.439  -5.406  -0.520
N  -4.804  4.458  -3.674  -0.384
C  -5.994  4.017  -2.858  -0.584
C  -5.271  3.648  -1.591  -0.248
S  -4.636  5.179  -0.759  -0.146
H  -2.340  1.681  -0.749  0.261
H  -3.240  1.515  0.752  0.311
H  -2.570  0.118  -0.037  0.158
H  -5.161  1.120  -2.687  0.373
H  -3.400  1.005  -2.728  0.438
H  -2.083  2.706  -3.520  0.220
H  -3.216  4.498  -5.638  0.275
H  -1.926  3.370  -5.866  0.478
H  -1.320  5.356  -3.798  0.335
H  -0.431  5.068  -5.292  0.317
H  -2.184  7.034  -4.676  0.317
H  -5.003  4.227  -4.647  0.345
H  -6.764  4.764  -2.803  0.404
H  -6.349  3.115  -3.352  0.300
H  -5.832  3.217  -0.781  0.428
H  -3.525  5.439  -1.460  0.119
C  0.675  -0.464  3.604  -0.396
C  0.975  -0.856  2.308  -0.751
C  0.832  0.042  1.259  -0.171
C  0.396  1.336  1.511  -0.397
C  0.097  1.730  2.808  -0.558
C  0.234  0.829  3.855  -0.502
H  0.786  -1.164  4.421  0.468
H  1.324  -1.862  2.114  0.539
H  1.065  -0.266  0.248  0.373
H  0.289  2.039  0.693  0.499
H  -0.242  2.739  3.004  0.427
H  0.000  1.134  4.866  0.427
C  6.365  1.467  1.527  -0.407
C  4.994  1.263  1.600  -0.488
C  4.495  0.096  2.161  0.093
C  5.366  -0.865  2.653  -0.465
C  6.737  -0.661  2.582  -0.572
C  7.237  0.504  2.016  -0.442
H  6.755  2.377  1.089  0.366
H  4.313  2.016  1.222  0.389
H  3.426  -0.067  2.213  0.235
H  4.977  -1.775  3.093  0.514
H  7.416  -1.410  2.967  0.447
H  8.306  0.661  1.956  0.372
C  -4.199  -3.595  -0.850  -0.613
C  -3.895  -4.864  -0.379  -0.354
C  -3.128  -5.013  0.768  -0.452
C  -2.669  -3.893  1.447  -0.500
C  -2.975  -2.624  0.977  -0.358
C  -3.738  -2.474  -0.173  0.108
H  -4.796  -3.480  -1.746  0.359
H  -4.257  -5.737  -0.905  0.374
H  -2.888  -6.003  1.132  0.368
H  -2.075  -4.010  2.344  0.388
H  -2.617  -1.752  1.512  0.418
H  -3.977  -1.486  -0.543  0.293
C  6.207  -4.200  1.515  -0.349
C  4.835  -4.403  1.590  -0.437
C  4.335  -5.570  2.149  -0.356
C  5.206  -6.533  2.640  -0.396
C  6.577  -6.329  2.567  -0.382
C  7.077  -5.165  2.001  -0.483
H  6.596  -3.290  1.076  0.500
H  4.156  -3.648  1.212  0.442
H  3.266  -5.731  2.203  0.363
H  4.816  -7.442  3.080  0.365
H  7.256  -7.080  2.951  0.366
H  8.146  -5.009  1.940  0.368

The total charge is +1. The value obtained for the energy is -1917.89409 a.u. The frontier orbital gap is 0.267 hartree.